## A
Below is a single C4H3NO3 molecule, with properties calculated with ωB97M-V/def2-TZVPD.

Summary:
Gap between HOMO and LUMO = 0.365 Ha
Structure (SMILES) = O=COc1cnco1

XYZ file:
```
11
Properties=species:S:1:pos:R:3:mulliken_charge:R:1
C 2.410 -0.192 0.342 0.20
C -0.041 0.221 -0.170 0.52
C -0.976 -0.917 -0.079 -0.28
C -2.014 0.883 -0.204 -0.06
H 3.253 -0.562 -0.276 0.32
H -0.571 -1.905 -0.259 0.33
H -2.663 1.660 0.012 0.44
N -2.305 -0.352 -0.005 -0.46
O 2.359 -0.243 1.598 -0.45
O 1.320 -0.006 -0.571 -0.28
O -0.772 1.413 -0.388 -0.28
```



## B
Below is a single C4H3NO3 molecule, with properties calculated with ωB97M-V/def2-TZVPD.

Summary:
Gap between HOMO and LUMO = 0.307 Ha

XYZ file:
```
11
Properties=species:S:1:pos:R:3:mulliken_charge:R:1
C 0.929 1.609 0.251 0.83
C 0.192 -0.733 0.797 -0.32
C -0.235 -1.008 -0.682 -0.35
C -2.415 -0.363 -1.555 -0.08
N 0.557 0.630 1.120 -0.20
O 1.796 2.240 -0.224 -0.46
O -1.383 -0.655 -1.137 0.17
O -0.373 1.559 0.419 -0.38
H -0.671 -0.889 1.592 0.27
H 1.183 -1.347 1.041 0.26
H 0.419 -1.043 -1.622 0.26
```



## C
Below is a single C4H3NO3 molecule, with properties calculated with ωB97M-V/def2-TZVPD.

Summary:
Gap between HOMO and LUMO = 0.358 Ha
Structure (SMILES) = O=Cn1occc1=O

XYZ file:
```
11
Properties=species:S:1:pos:R:3:mulliken_charge:R:1
C -1.023 -1.037 -1.147 0.13
C 0.103 0.421 1.536 0.00
C 1.138 0.838 0.715 -0.53
C 0.819 0.278 -0.474 0.61
H -0.444 -1.600 -2.066 0.25
H -0.437 0.863 2.476 0.31
H 1.840 1.843 0.888 0.25
N -0.257 -0.431 -0.268 0.34
O -2.212 -1.317 -1.046 -0.49
O -0.671 -0.380 1.028 -0.22
O 1.143 0.523 -1.642 -0.66
```



We find A to be the most stable, with the next structure 33.8 kcal/mol higher.